Entry 1:
{"formula": "C25H31N9OPdSSi", "method": "wB97M-V/def2-TZVPD", "homo_energy_ev": -1.6, "charge": -2, "gap_ev": 5.8, "relative_energy_kcal_mol": 17.9, "elements": ["Pd", "C", "N", "C", "N", "C", "N", "C", "N", "C", "C", "H", "H", "H", "H", "H", "H", "H", "H", "H", "H", "H", "H", "S", "C", "N", "C", "C", "N", "H", "H", "H", "H", "H", "H", "C", "C", "C", "C", "C", "C", "Si", "C", "C", "C", "C", "C", "C", "H", "H", "H", "H", "H", "H", "H", "H", "H", "H", "H", "N", "C", "O", "C", "C", "N", "C", "N", "H", "H"], "xyz": [[-0.31, 1.04, 0.33], [3.13, -0.32, -1.02], [4.60, -0.24, -1.01], [5.00, 0.31, 0.29], [4.42, 1.62, 0.55], [2.96, 1.49, 0.50], [2.51, 0.98, -0.80], [2.95, 1.90, -1.83], [4.42, 2.05, -1.85], [5.00, 0.72, -2.04], [4.83, 2.53, -0.52], [2.80, -1.01, -0.24], [2.80, -0.72, -1.98], [6.10, 0.39, 0.31], [4.68, -0.38, 1.07], [2.49, 2.47, 0.66], [2.61, 0.81, 1.28], [2.48, 2.87, -1.66], [2.63, 1.52, -2.81], [6.09, 0.81, -2.04], [4.69, 0.34, -3.02], [4.38, 3.50, -0.35], [5.92, 2.63, -0.51], [-0.23, 3.47, 0.27], [-0.87, 2.53, 1.61], [-2.25, 2.45, 1.91], [-2.36, 1.83, 3.22], [-1.16, 2.43, 3.94], [-0.20, 2.51, 2.85], [-2.80, 2.00, 1.16], [-2.27, 0.74, 3.17], [-3.30, 2.09, 3.70], [-0.80, 1.80, 4.75], [-1.41, 3.43, 4.34], [0.53, 3.20, 2.91], [0.73, -3.43, -3.11], [1.35, -3.86, -1.94], [1.07, -3.23, -0.74], [0.19, -2.15, -0.64], [-0.42, -1.74, -1.83], [-0.16, -2.37, -3.04], [-0.18, -1.21, 1.02], [-1.62, -2.27, 1.70], [-1.45, -3.57, 2.19], [-2.52, -4.33, 2.63], [-3.81, -3.81, 2.59], [-4.00, -2.52, 2.10], [-2.92, -1.77, 1.67], [0.94, -3.92, -4.05], [2.05, -4.69, -1.97], [1.57, -3.58, 0.16], [-1.12, -0.91, -1.81], [-0.66, -2.02, -3.94], [0.99, -1.79, 1.80], [-0.45, -4.00, 2.22], [-2.36, -5.34, 3.00], [-4.65, -4.40, 2.93], [-5.00, -2.11, 2.04], [-3.09, -0.78, 1.25], [-2.85, 2.07, -1.94], [-3.98, 1.57, -1.35], [-4.03, 1.30, -0.15], [-5.13, 1.42, -2.23], [-6.37, 0.98, -1.71], [-7.40, 0.63, -1.31], [-5.04, 1.72, -3.60], [-4.94, 1.95, -4.73], [-2.84, 2.24, -2.92], [-1.97, 2.11, -1.43]]}

---

Entry 2:
{"formula": "C25H32BaNO2", "method": "wB97M-V/def2-TZVPD", "homo_energy_ev": -3.7, "charge": -1, "gap_ev": 5.5, "relative_energy_kcal_mol": 0.0, "elements": ["C", "C", "C", "H", "C", "C", "H", "C", "C", "C", "H", "C", "C", "H", "H", "H", "H", "H", "H", "Ba", "C", "C", "C", "H", "H", "H", "H", "H", "H", "C", "C", "H", "H", "O", "N", "C", "H", "C", "C", "H", "C", "H", "C", "H", "C", "H", "C", "H", "H", "H", "C", "C", "C", "O", "H", "H", "H", "H", "H", "H", "H"], "xyz": [[2.39, 0.13, 0.84], [2.37, -0.60, -0.39], [2.05, 0.31, -1.44], [2.53, -1.68, -0.50], [1.93, 1.63, -0.88], [2.15, 1.51, 0.55], [1.41, 2.47, -1.37], [-1.46, -1.76, 1.26], [-0.26, -2.36, 0.74], [-0.35, -2.37, -0.68], [0.58, -2.73, 1.32], [-1.58, -1.75, -1.04], [-2.31, -1.40, 0.16], [1.88, 0.03, -2.48], [1.78, 2.24, 1.31], [2.48, -0.34, 1.83], [-3.06, -0.56, 0.18], [0.41, -2.75, -1.39], [-1.56, -1.41, 2.29], [-0.66, 0.93, 0.27], [-2.00, -1.38, -2.45], [-3.52, -1.60, -2.47], [-1.29, -2.28, -3.47], [-3.69, -2.62, -2.10], [-3.92, -1.47, -3.48], [-4.01, -0.88, -1.79], [-1.49, -3.32, -3.19], [-0.20, -2.11, -3.48], [-1.68, -2.10, -4.48], [-1.66, 0.12, -2.81], [-2.22, 0.64, -4.16], [-0.56, 0.25, -2.86], [-2.08, 0.83, -2.05], [-3.13, 0.13, -4.81], [-1.60, 1.78, -4.64], [-0.43, 2.45, -4.08], [-1.95, 2.12, -5.53], [0.89, 1.86, -4.55], [2.08, 2.50, -4.15], [2.01, 3.38, -3.51], [3.32, 1.99, -4.55], [4.23, 2.51, -4.23], [3.38, 0.85, -5.36], [4.36, 0.46, -5.68], [2.20, 0.21, -5.76], [2.23, -0.69, -6.39], [0.95, 0.71, -5.36], [0.02, 0.22, -5.68], [-0.46, 2.42, -2.97], [-0.47, 3.52, -4.37], [1.49, 0.50, 4.55], [0.25, 0.11, 3.76], [-0.97, 0.10, 4.65], [0.03, 0.90, 2.64], [1.36, 1.50, 4.96], [2.38, 0.49, 3.93], [1.65, -0.19, 5.39], [0.41, -0.92, 3.41], [-1.13, 1.10, 5.06], [-1.88, -0.17, 4.10], [-0.86, -0.59, 5.49]]}

---

Entry 3:
{"formula": "C25H32BrN5O3S3W", "method": "wB97M-V/def2-TZVPD", "multiplicity": 3, "homo_energy_ev": [-13.0, -13.0], "charge": 2, "s_squared": 2.0143, "gap_ev": [6.9, 7.2], "relative_energy_kcal_mol": 15.5, "elements": ["W", "Br", "C", "C", "C", "C", "C", "C", "C", "C", "C", "C", "H", "H", "H", "H", "H", "H", "C", "S", "C", "O", "H", "H", "H", "H", "H", "H", "C", "C", "C", "C", "N", "N", "H", "H", "H", "H", "H", "H", "H", "H", "H", "H", "H", "H", "N", "C", "C", "C", "C", "C", "C", "S", "O", "O", "N", "C", "S", "C", "C", "N", "H", "H", "H", "H", "H", "H", "H", "H"], "xyz": [[-0.46, -0.56, 0.26], [-0.65, -0.78, 2.86], [-1.38, -2.55, 2.86], [-1.53, -3.16, 4.06], [-2.12, -4.44, 4.09], [-2.55, -5.01, 2.92], [-2.40, -4.35, 1.68], [-2.90, -4.92, 0.48], [-2.80, -4.24, -0.70], [-2.15, -2.99, -0.74], [-1.59, -2.40, 0.36], [-1.77, -3.07, 1.61], [-1.21, -2.68, 4.98], [-2.25, -4.95, 5.03], [-3.02, -5.99, 2.93], [-3.38, -5.89, 0.53], [-3.21, -4.66, -1.61], [-2.10, -2.52, -1.71], [3.82, -0.88, 0.76], [2.39, -1.66, 1.48], [2.95, -3.35, 1.40], [1.33, -1.63, 0.32], [4.05, -1.36, -0.19], [4.65, -1.00, 1.47], [3.59, 0.18, 0.63], [3.85, -3.43, 2.02], [3.17, -3.60, 0.36], [2.16, -3.98, 1.79], [-0.84, 1.56, -2.86], [0.21, 0.45, -2.91], [1.56, 0.93, -2.40], [0.32, -0.05, -4.34], [-0.32, -0.69, -2.00], [0.33, -1.96, -2.21], [-0.52, 2.38, -3.51], [-0.98, 1.95, -1.86], [-1.80, 1.19, -3.24], [1.82, 1.87, -2.89], [2.36, 0.21, -2.64], [1.56, 1.11, -1.33], [0.59, 0.80, -4.98], [-0.63, -0.45, -4.71], [1.10, -0.80, -4.48], [-1.28, -0.82, -2.31], [1.30, -1.87, -1.95], [0.27, -2.21, -3.19], [2.78, 7.08, -0.43], [2.24, 5.91, -0.02], [0.84, 5.73, -0.04], [0.29, 4.54, 0.38], [1.12, 3.51, 0.82], [2.51, 3.67, 0.85], [3.06, 4.86, 0.45], [0.43, 2.06, 1.41], [-0.09, 2.16, 2.74], [1.37, 0.94, 1.15], [-0.74, 1.60, 0.36], [-2.08, 1.47, 0.65], [-3.25, 2.51, 1.31], [-4.43, 1.26, 1.09], [-3.87, 0.15, 0.56], [-2.52, 0.29, 0.31], [2.20, 7.85, -0.72], [3.77, 7.23, -0.39], [0.20, 6.53, -0.38], [-0.79, 4.41, 0.36], [3.14, 2.87, 1.22], [4.13, 5.00, 0.48], [-5.46, 1.42, 1.38], [-4.38, -0.77, 0.33]]}

---

Entry 4:
{"formula": "C25H32Cl6N6O4", "method": "wB97M-V/def2-TZVPD", "homo_energy_ev": -8.5, "gap_ev": 6.9, "elements": ["N", "C", "C", "C", "C", "C", "H", "H", "H", "H", "H", "N", "C", "C", "C", "C", "C", "H", "H", "H", "H", "H", "N", "C", "C", "C", "C", "C", "H", "H", "H", "H", "H", "N", "C", "C", "C", "C", "C", "H", "H", "H", "H", "H", "C", "N", "O", "O", "H", "H", "H", "C", "N", "O", "O", "H", "H", "H", "C", "Cl", "Cl", "H", "H", "C", "Cl", "Cl", "H", "H", "C", "Cl", "Cl", "H", "H"], "xyz": [[3.26, -0.04, -3.97], [2.67, 1.05, -3.46], [1.54, 0.96, -2.66], [0.95, -0.26, -2.49], [1.55, -1.42, -2.95], [2.73, -1.26, -3.73], [3.14, 2.00, -3.67], [1.15, 1.89, -2.26], [0.11, -0.39, -1.83], [1.12, -2.38, -2.73], [3.25, -2.09, -4.20], [-0.54, -2.96, -2.78], [-0.47, -2.85, -1.42], [-0.17, -3.91, -0.56], [0.24, -5.10, -1.14], [0.17, -5.25, -2.52], [-0.12, -4.15, -3.32], [-0.83, -1.89, -1.08], [-0.26, -3.79, 0.51], [0.42, -5.96, -0.51], [0.51, -6.17, -2.96], [-0.05, -4.23, -4.40], [1.71, 2.14, 0.33], [0.36, 2.22, 0.68], [-0.52, 2.96, -0.06], [-0.04, 3.68, -1.15], [1.33, 3.58, -1.49], [2.15, 2.83, -0.70], [-0.06, 1.60, 1.46], [-1.55, 2.99, 0.27], [-0.73, 4.26, -1.76], [1.64, 4.27, -2.27], [3.22, 2.90, -0.84], [-3.74, 1.50, -0.28], [-3.77, 2.76, -0.81], [-3.77, 3.93, -0.03], [-3.97, 3.72, 1.39], [-4.02, 2.46, 1.93], [-3.94, 1.37, 1.08], [-3.63, 2.86, -1.88], [-3.67, 4.95, -0.39], [-4.11, 4.56, 2.05], [-4.09, 2.37, 3.00], [-3.91, 0.35, 1.43], [-0.16, -4.10, 3.75], [-0.04, -2.83, 2.91], [-0.52, -2.87, 1.75], [0.42, -1.83, 3.46], [-0.70, -3.77, 4.64], [0.83, -4.50, 3.99], [-0.79, -4.81, 3.21], [2.27, 2.56, 2.96], [1.77, 1.49, 3.88], [2.51, 1.03, 4.71], [0.60, 1.14, 3.76], [1.46, 3.26, 2.74], [2.41, 2.06, 2.00], [3.12, 3.10, 3.38], [-1.63, 0.87, -1.92], [-1.70, -0.61, -2.97], [-1.33, 2.35, -2.94], [-2.59, 0.96, -1.41], [-0.87, 0.73, -1.16], [2.47, -1.83, 1.80], [2.32, -2.07, 0.05], [2.48, -0.06, 2.21], [1.60, -2.25, 2.31], [3.38, -2.33, 2.13], [-0.43, -0.44, 1.48], [-1.85, 0.64, 1.77], [0.04, -0.64, -0.27], [0.37, 0.08, 2.01], [-0.67, -1.40, 1.92]]}

---

Entry 5:
{"formula": "C25H32HgN9SSe", "method": "wB97M-V/def2-TZVPD", "multiplicity": 2, "homo_energy_ev": [-4.5, -6.4], "s_squared": 0.7804, "gap_ev": [4.9, 6.8], "relative_energy_kcal_mol": 0.0, "elements": ["Hg", "N", "C", "S", "N", "N", "C", "C", "C", "C", "C", "C", "C", "C", "C", "C", "C", "C", "N", "H", "H", "H", "H", "H", "H", "H", "H", "H", "H", "H", "N", "C", "C", "N", "C", "C", "N", "H", "H", "H", "H", "H", "H", "H", "H", "H", "H", "H", "H", "H", "C", "N", "C", "Se", "N", "C", "C", "C", "C", "C", "C", "H", "H", "H", "H", "H", "H", "H", "H"], "xyz": [[-1.02, -1.21, 1.43], [-0.40, 1.27, 5.09], [-0.32, 0.68, 3.89], [-0.27, -1.10, 3.84], [-0.36, 1.56, 2.87], [-0.59, 1.10, 1.65], [-1.20, 1.88, 0.76], [-1.29, 3.33, 0.98], [-0.21, 4.14, 1.38], [-0.43, 5.38, 2.00], [-1.73, 5.88, 2.04], [-2.78, 5.17, 1.50], [-2.56, 3.95, 0.90], [-1.91, 1.23, -0.32], [-2.44, 1.96, -1.40], [-3.11, 1.25, -2.41], [-3.33, -0.13, -2.32], [-2.64, -0.79, -1.29], [-1.93, -0.17, -0.36], [-0.03, 0.72, 5.84], [-0.32, 2.29, 5.13], [0.78, 3.66, 1.44], [0.43, 5.92, 2.35], [-1.92, 6.86, 2.49], [-3.81, 5.48, 1.62], [-3.42, 3.35, 0.54], [-2.31, 3.02, -1.49], [-3.58, 1.78, -3.31], [-3.93, -0.76, -2.98], [-2.83, -1.83, -1.14], [-3.27, -2.55, 2.10], [-2.84, -3.93, 2.31], [-1.77, -4.45, 1.39], [-0.52, -3.72, 1.56], [0.70, -4.15, 0.83], [1.49, -2.93, 0.44], [0.70, -1.97, -0.29], [-3.58, -2.12, 2.97], [-4.10, -2.47, 1.48], [-3.66, -4.65, 2.20], [-2.57, -4.07, 3.41], [-2.04, -4.40, 0.34], [-1.61, -5.55, 1.49], [-0.34, -3.64, 2.57], [0.39, -4.63, -0.12], [1.32, -4.90, 1.37], [2.35, -3.26, -0.13], [1.99, -2.48, 1.34], [0.11, -2.41, -1.00], [1.22, -1.26, -0.82], [1.40, 1.59, -3.75], [2.28, 0.42, -3.55], [2.02, -0.89, -3.87], [0.40, -1.61, -4.47], [3.12, -1.68, -3.59], [4.07, -0.84, -3.02], [5.23, -1.15, -2.29], [5.77, -0.15, -1.47], [5.25, 1.16, -1.54], [4.10, 1.52, -2.23], [3.53, 0.47, -2.96], [0.41, 1.21, -4.06], [1.82, 2.22, -4.56], [1.28, 2.11, -2.80], [3.19, -2.65, -3.83], [5.59, -2.19, -2.32], [6.57, -0.30, -0.77], [5.72, 1.91, -0.96], [3.74, 2.54, -2.13]]}

---

Entry 6:
{"formula": "C25H32MnN5OP2", "method": "wB97M-V/def2-TZVPD", "multiplicity": 6, "homo_energy_ev": [-10.5, -11.9], "charge": 1, "s_squared": 8.7578, "gap_ev": [7.0, 8.3], "relative_energy_kcal_mol": 20.3, "elements": ["Mn", "C", "P", "C", "N", "C", "C", "C", "C", "C", "C", "N", "C", "P", "C", "C", "C", "C", "C", "C", "C", "C", "C", "H", "H", "H", "H", "H", "H", "H", "H", "H", "H", "H", "H", "H", "H", "H", "H", "H", "H", "H", "H", "H", "H", "H", "H", "H", "H", "H", "H", "N", "C", "C", "C", "C", "N", "C", "C", "H", "H", "H", "H", "O", "C", "N"], "xyz": [[-0.03, 0.25, 0.22], [-1.47, -2.44, -2.08], [-0.31, -1.07, -1.79], [1.31, -1.78, -2.26], [1.35, -2.78, -3.11], [2.57, -3.26, -3.46], [2.67, -4.37, -4.34], [3.89, -4.83, -4.69], [5.08, -4.22, -4.20], [5.02, -3.15, -3.36], [3.75, -2.65, -2.96], [3.68, -1.63, -2.08], [2.50, -1.23, -1.69], [2.42, -0.01, -0.30], [3.67, 1.22, -0.82], [3.24, -0.93, 1.10], [4.61, -1.52, 0.76], [2.28, -2.07, 1.49], [3.44, 0.06, 2.27], [-0.65, 0.17, -3.16], [-0.14, -0.35, -4.51], [-2.16, 0.42, -3.22], [0.08, 1.47, -2.81], [-1.41, -2.78, -3.11], [-2.48, -2.12, -1.83], [-1.19, -3.27, -1.43], [1.76, -4.81, -4.71], [3.97, -5.68, -5.36], [6.05, -4.61, -4.49], [5.91, -2.68, -2.97], [4.56, 0.70, -1.18], [3.93, 1.86, 0.02], [3.28, 1.84, -1.63], [4.57, -2.25, -0.04], [5.00, -2.02, 1.66], [5.33, -0.74, 0.48], [2.41, -2.92, 0.82], [1.23, -1.78, 1.44], [2.48, -2.40, 2.51], [4.31, 0.69, 2.11], [3.61, -0.51, 3.19], [2.58, 0.70, 2.44], [-0.58, -1.31, -4.77], [0.94, -0.45, -4.53], [-0.43, 0.37, -5.29], [-2.70, -0.46, -3.57], [-2.36, 1.23, -3.92], [-2.57, 0.70, -2.25], [1.17, 1.34, -2.84], [-0.20, 1.84, -1.82], [-0.19, 2.25, -3.52], [0.59, 3.59, 6.92], [0.47, 3.13, 5.87], [0.34, 2.54, 4.56], [-0.11, 1.24, 4.42], [-0.16, 0.69, 3.15], [0.22, 1.36, 2.05], [0.61, 2.62, 2.20], [0.67, 3.26, 3.43], [-0.42, 0.66, 5.28], [-0.54, -0.31, 3.01], [0.89, 3.15, 1.29], [0.98, 4.29, 3.49], [-4.27, 0.88, 0.50], [-3.12, 0.66, 0.46], [-1.94, 0.41, 0.41]]}

---

Entry 7:
{"formula": "C25H32N11O2SSc", "method": "wB97M-V/def2-TZVPD", "homo_energy_ev": -13.0, "charge": 2, "gap_ev": 7.2, "relative_energy_kcal_mol": 0.7, "elements": ["Sc", "C", "C", "C", "C", "N", "C", "C", "C", "C", "C", "C", "N", "C", "C", "C", "C", "C", "N", "H", "H", "H", "H", "H", "H", "H", "H", "H", "H", "H", "S", "C", "C", "C", "C", "C", "N", "H", "H", "H", "H", "N", "N", "C", "N", "N", "N", "O", "O", "H", "H", "H", "H", "H", "C", "C", "C", "C", "N", "N", "H", "H", "H", "H", "H", "H", "H", "H", "H", "H", "H", "H"], "xyz": [[-0.32, -0.54, 0.07], [-3.14, -1.49, 3.50], [-2.31, -1.86, 4.55], [-0.94, -1.84, 4.35], [-0.44, -1.45, 3.12], [-1.25, -1.09, 2.11], [-2.57, -1.11, 2.30], [1.02, -1.46, 2.80], [2.02, -1.59, 3.75], [3.34, -1.59, 3.33], [3.63, -1.50, 1.98], [2.57, -1.38, 1.08], [1.30, -1.35, 1.50], [2.73, -1.33, -0.40], [3.93, -1.57, -1.04], [3.95, -1.61, -2.43], [2.77, -1.42, -3.13], [1.62, -1.15, -2.41], [1.60, -1.11, -1.08], [-4.22, -1.51, 3.61], [-2.72, -2.17, 5.50], [-0.27, -2.14, 5.15], [-3.17, -0.83, 1.44], [1.78, -1.66, 4.80], [4.14, -1.67, 4.05], [4.65, -1.50, 1.63], [4.83, -1.75, -0.48], [4.88, -1.82, -2.95], [2.74, -1.46, -4.21], [0.68, -0.99, -2.92], [-2.42, -1.06, -1.29], [-1.72, -2.68, -1.16], [-2.17, -3.82, -1.83], [-1.51, -5.01, -1.60], [-0.42, -5.06, -0.73], [-0.02, -3.89, -0.12], [-0.67, -2.74, -0.33], [-3.01, -3.75, -2.50], [-1.85, -5.91, -2.09], [0.11, -5.98, -0.53], [0.82, -3.85, 0.55], [-3.88, 1.71, -0.09], [-3.66, 2.64, 0.93], [-2.47, 2.75, 1.55], [-2.34, 3.73, 2.43], [-1.53, 1.85, 1.16], [-0.31, 1.98, 1.69], [0.52, 1.17, 1.19], [0.04, 2.75, 2.55], [-4.10, 2.20, -0.95], [-4.64, 1.09, 0.16], [-4.39, 3.28, 1.19], [-3.10, 4.36, 2.61], [-1.48, 3.82, 2.95], [-0.14, 4.11, -1.94], [0.85, 3.13, -2.58], [0.40, 2.78, -4.00], [2.24, 3.74, -2.60], [0.98, 1.88, -1.80], [-0.25, 1.19, -1.55], [-0.11, 5.07, -2.46], [0.10, 4.29, -0.89], [-1.18, 3.76, -2.01], [0.35, 3.68, -4.60], [-0.59, 2.33, -4.02], [1.11, 2.09, -4.47], [2.26, 4.64, -3.21], [2.96, 3.03, -3.01], [2.56, 4.01, -1.59], [1.36, 2.10, -0.88], [-0.54, 0.73, -2.41], [-1.00, 1.84, -1.32]]}